1.
DFT (the ωB97M-V functional and the def2-TZVPD basis) results for a 9-piece molecular cluster, C75H169N8O5 overall in a non-equilibrium geometry.

Atoms and positions in Å:
C -3.66 -3.47 -5.39
C -2.23 -3.32 -5.65
C -1.36 -3.56 -4.36
C -0.80 -5.00 -4.07
N -0.43 -5.17 -2.52
C 0.65 -6.28 -2.33
C 2.13 -5.75 -2.58
C 1.88 -4.22 -2.67
C 0.53 -4.05 -2.02
C -1.67 -5.55 -1.66
C -2.68 -4.37 -1.34
C -3.59 -4.77 -0.19
H -3.88 -4.49 -5.09
H -4.26 -3.33 -6.29
H -3.96 -2.72 -4.66
H -2.16 -2.27 -5.97
H -2.02 -3.97 -6.50
H -1.94 -3.26 -3.49
H -0.50 -2.92 -4.57
H 0.08 -5.12 -4.69
H -1.50 -5.83 -4.18
H 0.73 -6.62 -1.30
H 0.17 -6.94 -3.05
H 2.76 -5.98 -1.72
H 2.49 -6.23 -3.50
H 2.65 -3.53 -2.30
H 1.78 -4.00 -3.73
H 0.63 -4.08 -0.94
H 0.19 -3.08 -2.39
H -1.38 -6.17 -0.81
H -2.05 -6.34 -2.31
H -3.31 -4.12 -2.19
H -2.13 -3.53 -0.94
H -3.94 -3.86 0.29
H -3.13 -5.52 0.46
H -4.46 -5.28 -0.61
C 3.63 7.71 3.46
C 2.59 7.06 2.47
C 1.24 6.49 3.18
C 0.34 5.91 2.07
N -1.17 5.42 2.33
C -2.04 6.60 2.88
C -3.25 5.92 3.61
C -2.79 4.51 3.97
C -1.36 4.44 3.53
C -1.66 4.76 1.05
C -1.25 5.19 -0.33
C -2.06 4.49 -1.39
H 4.26 6.96 3.94
H 3.04 8.42 4.05
H 4.36 8.20 2.81
H 3.08 6.25 1.94
H 2.25 7.76 1.70
H 0.75 7.38 3.59
H 1.47 5.83 4.02
H 0.87 4.98 1.84
H 0.39 6.62 1.24
H -2.18 7.17 1.96
H -1.37 7.00 3.64
H -4.08 5.88 2.91
H -3.78 6.42 4.42
H -3.19 3.74 3.30
H -2.92 4.16 4.99
H -1.04 3.44 3.24
H -0.59 4.81 4.20
H -2.73 4.95 1.09
H -1.41 3.71 1.20
H -0.24 4.81 -0.50
H -1.17 6.27 -0.42
H -1.95 3.40 -1.32
H -1.69 4.69 -2.39
H -3.11 4.73 -1.23
C -0.42 -2.08 9.27
C -0.99 -0.64 9.19
C -1.36 -0.08 7.82
C -2.45 -0.93 7.06
N -2.65 -0.54 5.59
C -3.71 -1.58 5.05
C -4.66 -0.88 4.10
C -4.36 0.60 4.27
C -3.39 0.77 5.42
C -1.28 -0.56 4.89
C -0.54 -1.92 5.11
C 0.84 -2.05 4.47
H 0.42 -2.16 8.58
H -1.07 -2.90 8.95
H -0.20 -2.21 10.33
H -0.26 0.11 9.50
H -1.82 -0.64 9.90
H -0.44 -0.02 7.24
H -1.78 0.92 7.86
H -3.40 -0.94 7.58
H -2.26 -2.00 7.04
H -3.13 -2.37 4.56
H -4.16 -2.09 5.90
H -4.51 -1.34 3.13
H -5.62 -1.11 4.56
H -3.76 1.06 3.48
H -5.25 1.19 4.47
H -2.77 1.66 5.38
H -3.98 0.92 6.32
H -0.72 0.34 5.15
H -1.51 -0.56 3.82
H -1.10 -2.80 4.78
H -0.35 -2.32 6.10
H 1.27 -3.02 4.73
H 1.39 -1.14 4.72
H 0.79 -2.19 3.39
C 5.03 -1.66 5.29
C 5.42 -0.19 5.38
C 5.21 0.58 3.99
C 5.26 2.08 4.13
N 5.24 2.73 2.66
C 6.64 2.52 2.02
C 7.58 3.50 2.72
C 6.69 4.71 3.10
C 5.24 4.25 2.80
C 4.10 2.18 1.64
C 2.74 2.69 2.03
C 1.60 2.08 1.14
H 5.73 -2.25 5.87
H 5.46 -2.05 4.37
H 3.97 -1.93 5.36
H 6.48 -0.08 5.62
H 5.00 0.30 6.26
H 4.20 0.24 3.78
H 5.84 0.06 3.27
H 6.24 2.40 4.46
H 4.38 2.39 4.69
H 6.52 2.71 0.95
H 6.96 1.48 1.89
H 8.29 3.78 1.94
H 8.08 3.02 3.56
H 6.92 5.58 2.48
H 6.79 4.95 4.15
H 4.80 4.60 1.86
H 4.56 4.39 3.64
H 4.09 1.10 1.53
H 4.46 2.63 0.72
H 2.76 3.78 1.96
H 2.53 2.41 3.06
H 1.56 0.99 1.10
H 1.49 2.46 0.12
H 0.57 2.20 1.49
C 3.00 4.78 -9.17
C 3.61 3.71 -8.25
C 2.52 2.86 -7.65
C 2.81 2.06 -6.35
N 1.57 1.52 -5.61
C 2.00 1.09 -4.17
C 0.84 1.30 -3.36
C 0.36 2.68 -3.76
C 0.68 2.75 -5.23
C 0.81 0.38 -6.39
C 1.65 -0.80 -6.87
C 0.68 -1.83 -7.55
H 3.86 5.22 -9.69
H 2.41 5.48 -8.59
H 2.47 4.41 -10.05
H 4.27 4.12 -7.48
H 4.34 3.10 -8.78
H 1.98 2.27 -8.40
H 1.68 3.53 -7.42
H 3.21 2.70 -5.56
H 3.45 1.20 -6.51
H 2.46 0.10 -4.19
H 2.71 1.82 -3.79
H 0.02 0.58 -3.45
H 1.10 1.22 -2.30
H -0.71 2.86 -3.61
H 0.83 3.50 -3.22
H -0.27 2.71 -5.77
H 1.24 3.63 -5.54
H 0.31 0.98 -7.16
H -0.03 0.12 -5.75
H 2.26 -1.27 -6.09
H 2.43 -0.42 -7.53
H 1.20 -2.43 -8.30
H -0.15 -1.38 -8.10
H 0.34 -2.48 -6.74
C -7.42 -4.20 0.14
C -7.28 -2.90 0.97
C -7.47 -1.64 0.12
C -6.40 -1.39 -1.01
N -6.15 0.04 -1.53
C -5.77 0.97 -0.37
C -6.58 2.20 -0.40
C -7.94 1.72 -0.97
C -7.47 0.71 -2.02
C -5.16 -0.07 -2.77
C -4.44 1.25 -3.25
C -3.46 0.90 -4.27
H -7.55 -5.10 0.74
H -6.61 -4.21 -0.59
H -8.32 -4.21 -0.48
H -6.31 -2.91 1.47
H -8.11 -2.95 1.68
H -7.45 -0.80 0.81
H -8.50 -1.52 -0.20
H -6.78 -1.90 -1.89
H -5.43 -1.77 -0.68
H -4.69 1.17 -0.41
H -5.94 0.56 0.62
H -6.06 2.94 -1.02
H -6.73 2.75 0.53
H -8.56 2.50 -1.41
H -8.62 1.26 -0.25
H -7.32 1.27 -2.95
H -8.17 -0.11 -2.15
H -5.59 -0.66 -3.59
H -4.30 -0.64 -2.41
H -3.86 1.62 -2.41
H -5.17 1.98 -3.61
H -2.94 -0.06 -4.34
H -2.79 1.76 -4.33
H -3.92 0.73 -5.24
C 2.22 -3.29 1.20
C 1.76 -4.50 1.99
C 0.41 -5.10 1.50
O 0.00 -5.95 2.53
C -1.29 -5.77 3.11
N 2.85 -5.55 1.80
H 3.74 -5.08 1.75
H 2.91 -6.11 2.64
H 2.73 -6.21 1.04
H 2.80 -3.60 0.33
H 2.93 -2.59 1.64
H 1.36 -2.69 0.90
H 1.72 -4.18 3.04
H 0.50 -5.70 0.59
H -0.32 -4.32 1.29
H -1.43 -4.75 3.48
H -1.35 -6.69 3.69
H -2.12 -5.83 2.41
C 7.15 -2.45 -4.86
C 6.26 -2.32 -3.66
C 4.94 -1.61 -4.06
O 3.91 -1.57 -3.08
C 4.12 -0.87 -1.88
N 5.94 -3.63 -2.97
H 5.36 -4.30 -3.46
H 6.75 -4.22 -2.82
H 5.54 -3.47 -2.06
H 6.53 -2.75 -5.70
H 7.96 -3.17 -4.73
H 7.62 -1.51 -5.15
H 6.76 -1.75 -2.88
H 4.57 -2.14 -4.93
H 5.13 -0.54 -4.17
H 4.14 0.22 -1.87
H 5.04 -1.11 -1.35
H 3.42 -1.18 -1.11
O -1.33 -1.49 0.46
C -1.31 -0.63 -0.49
O -2.07 0.30 -0.25
O -0.71 -0.93 -1.52
H -1.98 -0.96 0.92

Values from the calculation:
E_tot: -102592.3269 eV
ΔE to the lowest compared entry with this formula, charge and spin: 476.2 kJ/mol
Charge: +7
Multiplicity: 1

Here are the Löwdin charges for atoms 1 to 5, given in e: atom 1 (C): -0.124, atom 2 (C): -0.263, atom 3 (C): -0.143, atom 4 (C): -0.019, atom 5 (N): -0.161

---

2.
DFT (the ωB97M-V functional and the def2-TZVPD basis) results for an isolated molecule of C2H4N4O in a non-equilibrium geometry.

Atoms and positions in Å:
N -1.63 1.54 0.00
C -0.60 0.61 0.09
N -0.07 0.71 1.28
N 1.10 -0.54 1.03
C 0.84 -0.91 -0.21
O 1.53 -1.86 -0.85
N -0.16 -0.28 -0.83
H -2.57 1.27 0.20
H -1.46 2.43 -0.44
H 1.89 -1.06 1.47
H 1.12 -1.90 -1.74

Values from the calculation:
E_tot: -10145.0771 eV
ΔE to the lowest compared entry with this formula, charge and spin: 198.5 kJ/mol
Multiplicity: 1

Here are the Löwdin charges for atoms 1 to 5, given in e: atom 1 (N): 0.099, atom 2 (C): -0.564, atom 3 (N): 0.211, atom 4 (N): 0.128, atom 5 (C): -0.544

---

3.
DFT (the ωB97M-V functional and the def2-TZVPD basis) results for an isolated molecule of C4H5NOS2 in a non-equilibrium geometry.

Atoms and positions in Å:
C -0.52 -0.58 -1.09
C -1.45 -0.50 0.05
C -0.71 0.15 1.01
C 0.68 0.00 -0.66
H -1.16 -2.18 -2.22
H -0.07 -1.09 -2.97
H -2.55 -0.62 0.03
H -0.65 1.89 2.68
H 2.62 -1.21 -1.37
N -0.92 -0.99 -2.39
O 0.56 0.34 0.64
S -1.18 0.63 2.65
S 2.17 0.18 -1.43

Values from the calculation:
E_tot: -29435.2281 eV
ΔE to the lowest compared entry with this formula, charge and spin: 180.0 kJ/mol
Multiplicity: 1

Here are the Löwdin charges for atoms 1 to 5, given in e: atom 1 (C): -0.360, atom 2 (C): -0.017, atom 3 (C): -0.691, atom 4 (C): -0.742, atom 5 (H): 0.198

---

4.
DFT (the ωB97M-V functional and the def2-TZVPD basis) results for C8H9LiN2O7P2S6 as an isolated structure in a non-equilibrium geometry.

Atoms and positions in Å:
Li -0.15 -0.28 -0.12
O -0.37 2.94 -1.07
P -0.83 1.65 -1.93
O -1.67 2.04 -3.07
O -1.35 0.61 -0.97
O 0.60 1.14 -2.54
P 1.74 0.35 -1.69
O 1.92 1.38 -0.39
O 2.99 0.36 -2.48
O 1.15 -0.89 -1.14
H 0.20 2.60 -0.38
H 2.68 1.91 -0.62
C 0.19 2.64 3.64
S -1.23 2.09 4.63
C -0.75 0.44 5.00
C -0.56 -0.52 4.05
S -0.74 -0.36 2.39
S -0.06 -2.09 4.79
C -0.12 -1.62 6.46
S 0.19 -2.65 7.71
S -0.53 0.04 6.69
H -0.06 3.62 3.25
H 0.33 1.93 2.83
H 1.07 2.68 4.28
S -1.55 -3.13 -1.06
C -0.87 -2.53 -2.43
N -1.29 -1.31 -2.92
C -0.75 -0.76 -4.01
C 0.18 -1.46 -4.73
C 0.55 -2.72 -4.20
N 0.03 -3.24 -3.14
H -1.81 -0.71 -2.27
H -1.08 0.23 -4.27
H 0.65 -1.05 -5.60
H 1.31 -3.32 -4.70

Values from the calculation:
E_tot: -109561.5179 eV
Charge: -2
Multiplicity: 1

Here are the Löwdin charges for atoms 1 to 5, given in e: atom 1 (Li): 0.457, atom 2 (O): -0.133, atom 3 (P): 0.166, atom 4 (O): -0.296, atom 5 (O): -0.397